Here is 12 unconnected molecules or ions with the total composition C38H60Cl6F18N4O16 from the OMol25 dataset. Energies are from the ωB97M-V functional and the def2-TZVPD basis.

Calculated values
Energy relative to the best compared isomer or geometry (same formula, charge and spin) (kJ/mol): 0.0
Max |F| (hartree/bohr): 0.0987
HOMO (eV): -9.303
Gap between HOMO and LUMO (eV): 9.42
Molecular weight (g/mol): 1383.592
Lowest unoccupied orbital energy (eV): 0.1

Structure (ORCA input):
```
! RIJCOSX wB97M-V def2-TZVPD def2/J DEFGRID3
* xyz 0 1
C -6.9874 -2.6283 -1.4956
C -5.8818 -2.4722 -0.4826
O -4.6836 -2.0967 -1.1764
C -3.8916 -3.0767 -1.5268
O -4.0317 -4.2094 -1.3485
C -2.7688 -2.5190 -2.4377
F -2.1265 -1.4736 -1.8637
F -1.8475 -3.4525 -2.7055
F -3.3035 -2.1447 -3.5631
H -6.6293 -3.4269 -2.1526
H -7.0327 -1.7603 -2.1593
H -7.9743 -2.8455 -1.1090
H -5.7363 -3.4286 0.0294
H -5.9775 -1.7916 0.3580
C 5.2220 2.0831 3.4262
C 3.9672 1.2811 3.0858
O 4.2755 0.0034 2.5900
C 4.5778 -0.1082 1.3387
O 4.7445 0.7945 0.6015
C 4.9214 -1.5657 0.9922
F 4.2896 -2.4260 1.7619
F 4.6928 -1.8076 -0.2617
F 6.2357 -1.7379 1.1935
H 5.6558 2.3412 2.4467
H 6.0169 1.4740 3.8571
H 5.0209 3.0118 3.9451
H 3.4040 1.8002 2.3084
H 3.2903 1.1930 3.9320
C 1.0702 -2.2561 2.8872
C 1.1153 -1.6455 4.2750
O 2.4458 -1.8919 4.7722
C 2.8117 -2.9788 5.3356
O 2.1265 -3.9015 5.5709
C 4.3178 -2.9420 5.6836
F 4.8409 -1.7374 5.5049
F 4.4532 -3.3211 6.9922
F 5.0145 -3.8208 4.9328
H 1.0578 -3.3566 2.9645
H 1.9515 -1.9869 2.3168
H 0.1248 -2.1678 2.3422
H 0.3984 -2.1099 4.9524
H 1.0746 -0.5664 4.2167
C -1.3134 -7.4117 -2.1512
C -1.2139 -6.0474 -1.5172
O 0.1569 -5.8915 -1.0130
C 0.4384 -4.8796 -0.3043
O -0.2690 -4.0340 0.0416
C 1.9006 -4.9341 0.1624
F 2.0037 -5.6114 1.2956
F 2.6667 -5.6017 -0.7156
F 2.3894 -3.7566 0.3141
H -1.3280 -8.2556 -1.4620
H -0.5343 -7.5389 -2.9068
H -2.2366 -7.5312 -2.7250
H -1.9180 -5.9327 -0.6876
H -1.3509 -5.2619 -2.2551
C 1.5860 -2.3558 -6.2038
C 0.0821 -2.6313 -6.2296
O -0.1324 -4.0154 -6.1728
C -1.3548 -4.3906 -5.9845
O -2.2945 -3.6840 -5.9759
C -1.4305 -5.9146 -5.8843
F -1.9627 -6.3603 -6.9836
F -0.2516 -6.4654 -5.6435
F -2.2362 -6.2419 -4.8886
H 2.0166 -2.6718 -7.1605
H 2.1074 -3.0435 -5.5225
H 1.8662 -1.3335 -5.9870
H -0.2229 -2.2539 -7.2152
H -0.4882 -2.0530 -5.5078
C -1.4871 1.1824 -0.2964
C -0.1881 0.4376 -0.0733
O 0.3626 0.1039 -1.3157
C 1.3646 -0.7133 -1.3124
O 1.9847 -1.1503 -0.4075
C 1.6413 -1.3481 -2.7018
F 0.8213 -0.8830 -3.6705
F 2.9168 -1.1111 -3.0624
F 1.4699 -2.6812 -2.6241
H -1.8788 1.3861 0.7107
H -2.2537 0.5790 -0.7736
H -1.4955 2.1580 -0.7783
H -0.4406 -0.3846 0.5959
H 0.4708 1.0637 0.5334
Cl -5.5278 3.0673 -3.1418
C -5.0551 1.4067 -2.6534
Cl -5.0758 1.2505 -0.8680
Cl -3.4926 0.9554 -3.2803
H -5.8905 0.8492 -3.0460
Cl 4.1977 1.4928 -3.4123
C 5.7260 1.6035 -2.5246
Cl 6.4237 3.2137 -2.8388
Cl 6.8456 0.3428 -3.0148
H 5.5534 1.5366 -1.4609
C -4.5344 -0.6505 2.4415
N -3.6179 0.3678 2.8831
C -2.3279 -0.1643 3.2330
C -4.0326 1.6555 2.8948
O -3.3766 2.6347 3.1105
H -4.2513 -1.1182 1.4975
H -5.5317 -0.2302 2.2677
H -4.7297 -1.3855 3.2279
H -1.8115 -0.5340 2.3482
H -1.6528 0.5845 3.6525
H -2.4663 -0.9163 4.0087
H -5.1208 1.7013 2.7208
C -3.5241 6.4160 -2.4552
N -2.9937 6.3663 -1.1050
C -2.3732 7.5693 -0.6515
C -2.6499 5.1358 -0.6332
O -1.8273 4.9182 0.2467
H -4.0469 5.5206 -2.7571
H -2.7141 6.5783 -3.1855
H -4.1684 7.2926 -2.5655
H -1.4993 7.7936 -1.2689
H -3.0365 8.4273 -0.7814
H -2.1508 7.4961 0.4061
H -3.1966 4.3303 -1.1513
C 2.0012 4.1156 0.7383
N 2.8851 5.0388 0.0650
C 3.9883 4.4221 -0.6253
C 2.7262 6.3683 0.1125
O 3.3484 7.1938 -0.4965
H 1.2710 4.5674 1.3963
H 2.6226 3.4496 1.3559
H 1.4388 3.4610 0.0616
H 4.7276 4.0878 0.1149
H 3.7492 3.6779 -1.3838
H 4.5808 5.1364 -1.2064
H 1.8669 6.6744 0.7295
C 0.1321 5.2817 3.7738
N 0.6184 3.9598 4.0000
C 1.6205 3.8858 5.0349
C 0.2498 2.8877 3.2500
O 0.7363 1.7930 3.5006
H -0.0944 5.7720 4.7245
H -0.7751 5.2939 3.1849
H 0.8962 5.9010 3.2884
H 2.0300 2.8802 5.0699
H 2.4356 4.5749 4.8131
H 1.1518 4.0701 6.0015
H -0.4866 3.1356 2.4811
*
```

Here is a molecular structure, C38H60InN3OPSSi from the OMol25 dataset. Energies are from the ωB97M-V functional and the def2-TZVPD basis.

Calculated values
Energy relative to the best compared isomer or geometry (same formula, charge and spin) (kJ/mol): 0.0
Max |F| (hartree/bohr): 0.0095
HOMO (eV): -10.086
Gap between HOMO and LUMO (eV): 7.56
Molecular weight (g/mol): 780.863
Lowest unoccupied orbital energy (eV): -2.5

Structure (ORCA input):
```
! RIJCOSX wB97M-V def2-TZVPD def2/J DEFGRID3
* xyz 1 1
In 0.4152 -0.5569 -1.0287
C -2.7103 -6.3108 -1.3840
C -2.0127 -4.9963 -1.2156
C -0.6320 -4.8855 -1.3626
C -0.0223 -3.6549 -1.2330
N -0.7144 -2.5383 -0.9659
C -2.0405 -2.6323 -0.8195
C -2.7170 -3.8293 -0.9296
H -2.0948 -7.1326 -1.0214
H -2.9073 -6.4896 -2.4430
H -3.6646 -6.3254 -0.8610
H -0.0276 -5.7565 -1.5797
H 1.0508 -3.5402 -1.3180
H -2.5629 -1.7064 -0.6074
H -3.7908 -3.8485 -0.7973
S -0.5687 -0.6480 3.7292
C -0.5400 -1.1074 2.0822
N 0.1786 -0.3753 1.2922
C 0.7968 0.6540 1.9963
C 1.6284 1.6344 1.4526
C 2.1535 2.5871 2.2956
C 1.8596 2.5822 3.6678
C 1.0341 1.6254 4.2167
C 0.5037 0.6598 3.3624
H -1.1111 -1.9579 1.7348
H 1.8465 1.6441 0.3919
H 2.7983 3.3569 1.8932
H 2.2850 3.3463 4.3045
H 0.8038 1.6242 5.2734
C 4.1352 -1.0037 6.6453
C 3.6452 -1.5350 5.3292
C 4.1467 -1.0440 4.1308
C 3.7173 -1.5237 2.9018
C 4.3471 -0.9694 1.6547
C 2.7378 -2.5378 2.8817
C 2.1530 -3.0070 1.6235
O 2.3198 -2.5008 0.5289
C 2.2496 -3.0803 4.0887
C 1.2499 -4.2113 4.1297
C 2.7039 -2.5599 5.2882
H 4.5999 -0.0255 6.5310
H 4.8801 -1.6781 7.0726
H 3.3210 -0.9219 7.3654
H 4.8991 -0.2638 4.1526
H 5.1443 -0.2754 1.9181
H 3.6189 -0.4527 1.0330
H 4.7650 -1.7675 1.0404
H 1.4700 -3.8707 1.7087
H 0.3000 -3.9445 3.6622
H 1.0402 -4.4817 5.1627
H 1.6260 -5.1030 3.6262
H 2.3226 -2.9656 6.2187
C 3.6692 -1.9686 -2.3312
Si 2.5498 -0.4684 -2.4133
C 1.9323 -0.2173 -4.1679
C 3.4970 1.0668 -1.8925
H 4.3547 -1.9671 -3.1823
H 3.1165 -2.9091 -2.3512
H 4.2597 -1.9585 -1.4146
H 2.7762 -0.1601 -4.8602
H 1.3624 0.7109 -4.2502
H 1.2859 -1.0334 -4.4979
H 4.3197 1.2474 -2.5895
H 3.9258 0.9670 -0.8933
H 2.8528 1.9501 -1.9079
C -1.9256 1.1098 -4.2511
C -2.9154 1.5904 -3.1761
C -3.8356 0.3950 -2.8824
C -3.7778 2.7193 -3.7513
P -1.9428 2.0105 -1.6078
N -0.8386 0.9706 -1.3196
C -3.1721 2.1123 -0.1686
C -3.5641 0.6820 0.2310
C -4.4468 2.9256 -0.4148
C -2.4478 2.6866 1.0608
C -1.1265 3.7016 -1.8717
C -0.4078 3.6603 -3.2307
C -2.0512 4.9241 -1.8501
C -0.0086 3.8942 -0.8307
H -2.4852 0.5970 -5.0372
H -1.2003 0.4106 -3.8333
H -1.3793 1.9248 -4.7205
H -4.2429 0.0306 -3.8282
H -4.6794 0.6548 -2.2466
H -3.2835 -0.4263 -2.4250
H -4.3502 2.3225 -4.5945
H -3.1832 3.5464 -4.1319
H -4.4932 3.1139 -3.0305
H -4.2006 0.1892 -0.5031
H -4.1193 0.7224 1.1720
H -2.6664 0.0841 0.3869
H -5.1029 2.4593 -1.1476
H -4.2433 3.9443 -0.7400
H -5.0068 2.9889 0.5227
H -1.4837 2.2002 1.2191
H -3.0674 2.5043 1.9431
H -2.2941 3.7596 0.9956
H -1.0932 3.6986 -4.0740
H 0.2166 2.7695 -3.3208
H 0.2411 4.5358 -3.3049
H -2.8650 4.8564 -2.5705
H -1.4605 5.8069 -2.1104
H -2.4791 5.1079 -0.8676
H 0.5734 2.9792 -0.7244
H -0.3775 4.1885 0.1467
H 0.6548 4.6893 -1.1805
*
```

Here is a molecular structure, C38H61BBrEuN11O2S3 from the OMol25 dataset. Energies are from the ωB97M-V functional and the def2-TZVPD basis.

Calculated values
Energy relative to the best compared isomer or geometry (same formula, charge and spin) (kJ/mol): 0.0
Max |F| (hartree/bohr): 0.0259
HOMO (alpha / beta) (eV): -15.541 / -15.549
Gap between HOMO and LUMO (alpha / beta) (eV): 7.05 / 7.85
Molecular weight (g/mol): 1042.862
Lowest unoccupied orbital energy (alpha / beta) (eV): -8.5 / -7.7

Structure (ORCA input):
```
! RIJCOSX wB97M-V def2-TZVPD def2/J DEFGRID3
* xyz 3 7
Eu -0.6923 0.1750 -0.6183
C 1.7258 -3.4907 -4.4689
C 2.7528 -2.9644 -3.5343
C 4.0836 -3.2631 -3.6666
C 5.0318 -2.7084 -2.7689
N 4.6329 -1.9845 -1.7563
N 3.3360 -1.7413 -1.5681
B 2.9692 -1.1612 -0.2213
N 2.8512 0.3221 -0.0537
N 3.9580 -0.2561 0.4427
C 4.9444 0.3875 1.0041
C 4.8179 1.8043 0.9882
C 3.7335 2.4405 0.4394
C 3.6302 3.9125 0.3716
C 2.6505 1.6412 -0.0951
S 1.2301 2.3049 -0.7021
C 6.0870 -0.3167 1.6700
C 6.0410 0.0668 3.1607
C 7.4014 0.1804 1.0488
C 5.9484 -1.8324 1.5320
N 2.2163 -2.1610 0.6316
N 2.6564 -3.4007 0.3870
C 2.2639 -4.4067 1.1160
C 1.4101 -4.1928 2.2271
C 0.9471 -2.9343 2.4970
C 0.0964 -2.6370 3.6740
C 1.3165 -1.8805 1.6058
S 0.6970 -0.3056 1.8091
C 2.7464 -5.7808 0.7250
C 2.8545 -6.6936 1.9491
C 1.7113 -6.3540 -0.2568
C 4.1087 -5.6765 0.0353
C 2.3747 -2.1391 -2.4315
S 0.7488 -1.6983 -2.1993
C 6.5144 -2.9623 -2.9067
C 6.8501 -4.1887 -2.0406
C 6.9094 -3.2441 -4.3594
C 7.2978 -1.7526 -2.3922
H 2.1959 -4.0108 -5.2978
H 1.1039 -2.6807 -4.8459
H 1.0686 -4.1869 -3.9486
H 4.4094 -3.9157 -4.4597
H 5.6100 2.4012 1.4100
H 4.3903 4.3895 0.9844
H 2.6383 4.2491 0.6737
H 3.7648 4.2324 -0.6645
H 6.2420 1.1223 3.3106
H 6.7935 -0.4993 3.7016
H 5.0693 -0.1617 3.5912
H 7.5880 1.2204 1.2982
H 7.3853 0.0871 -0.0335
H 8.2312 -0.4082 1.4295
H 5.0505 -2.1842 2.0357
H 6.8029 -2.3206 1.9919
H 5.8988 -2.1337 0.4894
H 1.1474 -5.0188 2.8658
H -0.0264 -3.5173 4.2956
H -0.8817 -2.2813 3.3587
H 0.5430 -1.8417 4.2675
H 1.8785 -6.9569 2.3475
H 3.4460 -6.2212 2.7295
H 3.3438 -7.6216 1.6698
H 0.7309 -6.4386 0.2061
H 2.0228 -7.3477 -0.5637
H 1.6315 -5.7288 -1.1432
H 4.8438 -5.2613 0.7201
H 4.0478 -5.0399 -0.8430
H 4.4426 -6.6640 -0.2692
H 6.3356 -5.0777 -2.3977
H 6.5816 -4.0211 -1.0003
H 7.9190 -4.3738 -2.0938
H 6.5642 -4.2189 -4.6951
H 7.9936 -3.2429 -4.4328
H 6.5232 -2.4769 -5.0272
H 6.9805 -1.4968 -1.3878
H 7.1486 -0.8961 -3.0432
H 8.3582 -1.9808 -2.3711
C -4.3637 2.0180 3.4496
O -3.5161 1.2406 2.5949
C -2.9099 1.7263 1.5413
O -2.1720 0.9793 0.8795
N -3.0889 3.0045 1.1626
N -2.4043 3.4518 0.0088
H -4.6565 1.3409 4.2501
H -5.2614 2.3576 2.9324
H -3.8268 2.8625 3.8818
H -3.6398 3.6610 1.7041
H -1.5732 3.9881 0.2694
H -3.0238 4.0777 -0.5047
C -0.3228 0.9299 -4.3251
C -1.3204 1.9670 -3.8053
C -2.5416 2.0818 -4.7210
C -0.6496 3.3309 -3.6649
N -1.6903 1.5483 -2.4151
N -2.6492 0.4419 -2.3309
H -0.0079 1.1969 -5.3297
H -0.7567 -0.0709 -4.3736
H 0.5624 0.9009 -3.6798
H -2.2543 2.5830 -5.6418
H -3.3273 2.6785 -4.2583
H -2.9472 1.1098 -4.9973
H -0.2414 3.6515 -4.6174
H 0.1656 3.2891 -2.9460
H -1.3652 4.0839 -3.3457
H -2.1382 2.3578 -1.9619
H -2.4598 -0.1892 -3.1180
H -3.6076 0.7787 -2.4890
Br -3.5331 -4.6258 -2.9533
C -3.2732 -3.6448 -1.3511
C -4.0220 -3.8797 -0.2015
C -3.7343 -3.1136 0.9167
C -2.7356 -2.1520 0.8533
N -2.0203 -1.9128 -0.2556
C -2.2962 -2.6556 -1.3325
H -4.7977 -4.6321 -0.1872
H -4.2882 -3.2621 1.8299
H -2.4945 -1.5376 1.7147
H -1.7017 -2.4883 -2.2254
*
```

Here is 7 unconnected molecules or ions with the total composition C38H61N11O5 from the OMol25 dataset. Energies are from the ωB97M-V functional and the def2-TZVPD basis.

Calculated values
Max |F| (hartree/bohr): 0.0315
HOMO (eV): -13.209
Gap between HOMO and LUMO (eV): 2.10
Molecular weight (g/mol): 751.978
Lowest unoccupied orbital energy (eV): -11.1

Structure (ORCA input):
```
! RIJCOSX wB97M-V def2-TZVPD def2/J DEFGRID3
* xyz 4 1
N -17.6477 4.4370 2.4422
O -17.4234 5.2290 1.4859
O -18.1935 3.3222 2.2549
O -17.2381 4.7560 3.6117
C -12.0396 6.9970 1.0133
N -12.0817 5.9094 2.0317
C -11.0279 5.7149 2.8527
C -11.0542 4.7081 3.7635
C -12.1475 3.8616 3.8340
C -13.2053 4.0248 2.9337
C -13.1140 5.0591 2.0410
C -12.0661 2.6327 4.6837
C -10.9921 1.7816 4.4815
C -10.9671 0.5642 5.1195
N -11.9329 0.2600 6.0029
C -12.9548 1.0810 6.2756
C -13.0657 2.2979 5.6215
C -11.8489 -1.0361 6.7367
H -12.0245 7.9378 1.5630
H -12.9083 6.9114 0.3758
H -11.0953 6.9321 0.4790
H -10.2096 6.3905 2.6325
H -10.1905 4.5239 4.3882
H -13.9821 3.2763 2.9466
H -13.9101 5.2327 1.3189
H -10.1884 1.9919 3.7877
H -10.1535 -0.1433 5.0399
H -13.6418 0.8197 7.0666
H -13.8425 3.0201 5.8225
H -12.2955 -1.8241 6.1350
H -12.3147 -0.9526 7.7130
H -10.8055 -1.2752 6.9312
C -19.5515 -1.9823 7.0918
C -20.2153 -0.6829 7.4711
N -20.4779 0.1763 6.3129
C -20.8628 1.4996 6.4305
C -20.8552 2.0123 5.1920
N -20.6962 0.9631 4.3246
C -20.4526 -0.1369 5.0297
C -20.6938 1.1832 2.8818
H -20.2781 -2.6161 6.5817
H -19.2305 -2.5881 7.9357
H -18.6741 -1.7660 6.4802
H -19.5830 -0.1437 8.1756
H -21.1872 -0.8723 7.9264
H -21.0749 1.9161 7.3995
H -21.0813 3.0206 4.8280
H -20.2077 -1.1044 4.6297
H -21.3299 0.4538 2.3823
H -19.6836 1.1140 2.4914
H -21.1215 2.1672 2.7079
C -17.7785 -0.3311 1.1226
C -17.6613 0.9628 0.3044
N -17.8717 0.7425 -1.1334
C -16.8520 0.4831 -2.0219
C -17.4124 0.2824 -3.2187
N -18.7683 0.3152 -3.0225
C -19.0152 0.5947 -1.7676
C -19.7871 0.1303 -4.0721
H -17.7040 -0.1031 2.1859
H -16.9872 -1.0304 0.8492
H -18.7511 -0.7730 0.9108
H -16.6990 1.4373 0.4476
H -18.4924 1.5862 0.6254
H -15.8426 0.5591 -1.6632
H -17.0293 0.1244 -4.2106
H -20.0011 0.7042 -1.3478
H -20.6737 0.6925 -3.8033
H -19.9542 -0.9262 -4.2676
H -19.4040 0.5328 -5.0095
C -17.0822 -1.6636 9.9307
C -16.0688 -0.6586 9.4303
N -16.2784 -0.2296 8.0322
C -15.9562 -0.9944 6.9421
C -16.2601 -0.2788 5.8458
N -16.8035 0.9121 6.2780
C -16.7544 0.9145 7.5995
C -17.1712 2.0847 5.4414
H -16.8748 -2.6866 9.5989
H -18.1053 -1.4991 9.5957
H -17.0424 -1.6744 11.0174
H -15.0316 -0.9476 9.5588
H -16.2597 0.2356 10.0281
H -15.4818 -1.9514 7.0774
H -16.2372 -0.5920 4.8167
H -17.1145 1.7264 8.2131
H -17.1014 1.7760 4.4053
H -16.4900 2.9104 5.6301
H -18.1521 2.4423 5.7443
C -15.5782 7.1320 5.9331
C -15.5999 8.1323 4.7872
N -16.9493 8.5817 4.5016
C -17.6108 9.6718 5.0154
C -18.7606 9.7927 4.3448
N -18.8232 8.7235 3.4842
C -17.7387 8.0019 3.6057
C -19.9581 8.3997 2.6059
H -14.5969 6.6579 6.0289
H -16.2679 6.3154 5.6947
H -15.8503 7.5761 6.8867
H -15.2072 7.6944 3.8772
H -15.0242 9.0190 5.0519
H -17.1516 10.2279 5.8150
H -19.5756 10.4859 4.4434
H -17.4224 7.1330 3.0429
H -19.6525 7.7554 1.7954
H -20.4384 9.3123 2.2565
H -20.7410 7.9581 3.2266
C -20.8012 5.0084 3.0772
C -22.3110 4.7825 3.2408
O -22.5963 3.9508 4.1629
O -23.0411 5.3617 2.4203
H -20.3850 4.0175 2.8701
H -20.3654 5.4822 3.9639
H -20.5544 5.5914 2.1889
*
```